(1)
# C45H31N6O2S3W

A molecular structure, C45H31N6O2S3W (ωB97M-V/def2-TZVPD, the OMol25 dataset).

Geometry as XYZ:
```
88
Properties=species:S:1:pos:R:3:forces:R:3:lowdin_charge:R:1
W -0.5433 0.9090 0.1120 -4.433 -0.238 -4.165 1.20
S -3.3956 5.6159 1.2645 -0.410 -0.023 0.489 1.09
C -4.6279 6.7051 1.7364 0.301 -0.232 -0.072 -0.38
C -5.2476 6.3200 2.8848 -0.054 0.234 -0.169 -0.17
C -4.7328 5.1193 3.4026 0.394 -0.308 -0.176 -0.10
C -3.7165 4.5932 2.6412 -0.273 0.840 -0.335 -0.47
C -3.0115 3.3467 2.7978 -0.213 -1.067 1.124 -0.18
C -2.0807 2.9555 1.8298 0.481 -0.317 -0.388 -0.07
N -1.5035 1.7578 1.7851 -0.936 0.546 1.555 -0.06
C -1.8124 0.8588 2.7757 -0.563 1.622 0.274 -0.15
C -2.6420 1.2098 3.8740 0.792 -0.748 -0.810 -0.12
C -2.8321 0.2130 4.8840 -0.011 -0.260 0.126 0.01
C -2.2693 -1.0145 4.7862 -0.172 0.097 0.173 0.00
C -1.4913 -1.4025 3.6494 -0.108 0.938 -0.507 -0.12
C -0.9331 -2.6567 3.4716 0.640 -0.093 -1.215 0.06
C -0.2489 -2.9584 2.2736 -0.758 0.249 1.224 -0.18
C -0.1419 -1.9614 1.3099 -0.184 0.869 -0.386 -0.01
N -0.6261 -0.7167 1.4613 0.109 -1.357 1.598 -0.03
C -1.3038 -0.4381 2.6303 0.799 -1.286 -0.228 -0.13
C 0.2819 -4.2825 2.0575 0.256 -0.969 0.049 -0.47
C 1.0256 -4.7890 1.0177 -0.257 0.400 0.334 -0.10
C 1.3351 -6.1516 1.1719 0.046 -0.327 0.151 -0.17
C 0.8307 -6.6792 2.3196 -0.139 0.193 0.042 -0.39
S -0.0341 -5.5278 3.2347 0.231 0.111 -0.493 1.08
C -3.2532 2.4567 3.8649 0.200 0.891 -0.995 0.09
H -4.8185 7.5727 1.1358 -0.064 0.188 -0.083 0.07
H -6.0508 6.8758 3.3332 -0.119 0.088 0.095 0.11
H -5.1099 4.6613 4.2983 -0.065 -0.133 0.183 0.11
H -1.8060 3.6381 1.0303 0.076 -0.193 -0.015 0.07
H -3.4529 0.4562 5.7330 -0.039 0.020 0.109 0.13
H -2.4294 -1.7529 5.5571 -0.036 -0.027 0.129 0.13
H -1.0223 -3.4078 4.2386 -0.097 -0.064 0.174 0.10
H 0.3443 -2.1639 0.3593 -0.047 0.078 0.151 0.12
H 1.3584 -4.2170 0.1707 0.027 0.200 -0.164 0.11
H 1.9143 -6.7229 0.4694 0.079 -0.077 -0.135 0.11
H 0.9019 -7.6873 2.6742 0.073 -0.242 0.069 0.07
H -3.9339 2.7224 4.6563 -0.097 0.064 0.140 0.13
N 2.7108 -2.3885 -5.4448 -0.270 0.204 0.317 0.17
C 3.7985 -2.9463 -6.0535 0.887 -0.185 0.287 -0.19
C 4.0155 -3.4393 -7.3320 -0.042 -0.036 -0.120 -0.02
C 5.2821 -3.9096 -7.6082 -0.111 0.034 -0.022 -0.08
C 6.3012 -3.9063 -6.6432 0.116 -0.064 0.015 -0.08
C 6.0931 -3.4308 -5.3710 -0.174 0.092 0.032 -0.01
C 4.8245 -2.9307 -5.0687 -0.452 -0.203 -1.036 -0.23
N 4.3487 -2.3714 -3.9277 -0.534 0.399 0.728 0.18
C 3.0964 -2.0505 -4.1678 0.925 -0.580 -0.609 -0.28
C 2.2539 -1.4055 -3.2056 -0.792 0.692 0.874 -0.12
C 2.7743 -1.0527 -1.9492 -0.162 -0.260 -0.638 0.02
C 1.9815 -0.4112 -1.0332 -0.061 0.089 0.193 -0.12
N 0.6872 -0.0819 -1.2620 0.877 -0.550 -0.679 -0.16
C 0.1972 -0.4043 -2.4814 -0.335 0.226 -0.012 -0.11
C 0.9180 -1.0540 -3.4502 0.725 -0.255 0.177 0.02
H 1.8097 -2.2407 -5.8657 0.074 0.013 0.027 0.16
H 3.2298 -3.4484 -8.0729 -0.010 -0.013 -0.110 0.11
H 5.5019 -4.2863 -8.5952 -0.006 -0.054 -0.082 0.10
H 7.2734 -4.2904 -6.9135 0.065 -0.028 -0.027 0.10
H 6.8680 -3.4254 -4.6218 0.125 -0.004 0.057 0.11
H 3.8010 -1.2922 -1.7306 0.128 0.014 0.096 0.12
H 2.3998 -0.1393 -0.0660 -0.137 0.003 -0.142 0.11
H -0.8255 -0.0987 -2.6707 0.213 -0.080 0.072 0.09
H 0.4408 -1.2790 -4.3906 -0.111 0.037 -0.068 0.11
N -2.1026 0.6830 -0.7440 4.451 0.526 1.884 -0.12
C -3.3842 0.4671 -1.0061 -2.950 -0.367 -0.482 -0.36
C -4.3361 0.6610 0.0235 0.615 -0.073 -0.416 -0.02
C -5.6590 0.3483 -0.1864 -0.261 -0.044 -0.064 -0.08
C -6.0783 -0.1560 -1.4114 -0.005 0.068 -0.023 -0.08
C -5.1669 -0.3075 -2.4459 -0.215 -0.017 0.048 -0.08
C -3.8398 0.0112 -2.2601 0.540 0.224 0.524 -0.02
H -3.9900 1.0547 0.9710 -0.077 -0.038 0.045 0.09
H -6.3765 0.5009 0.6074 -0.048 -0.017 0.047 0.11
H -7.1149 -0.4086 -1.5686 -0.108 -0.024 0.010 0.10
H -5.4951 -0.6796 -3.4052 -0.038 -0.002 -0.067 0.11
H -3.1325 -0.0851 -3.0702 0.071 -0.066 -0.070 0.10
O 4.4913 2.7244 4.3269 0.181 -0.165 0.519 0.13
C 4.4998 3.5329 3.2569 -0.177 0.066 -0.426 -0.49
O 5.2690 4.4480 3.1821 0.039 -0.162 0.184 0.13
C 3.5021 3.2539 2.1775 -0.198 -0.279 -0.081 -0.12
C 3.5375 4.0897 1.0570 -0.169 -0.010 -0.017 0.01
C 2.5848 3.9941 0.0684 0.123 -0.183 0.252 -0.08
C 1.5767 3.0310 0.1566 -0.579 -0.098 -0.318 -0.67
S 0.2467 2.9697 -0.9824 0.396 0.224 0.188 0.61
C 1.6131 2.1170 1.2192 -0.133 0.221 -0.498 -0.19
C 2.5473 2.2385 2.2287 0.213 -0.075 0.302 -0.01
H 3.8141 2.0383 4.2910 0.100 0.190 -0.155 0.09
H 4.3204 4.8302 0.9991 0.029 0.095 0.054 0.13
H 2.5911 4.6624 -0.7752 -0.001 0.135 -0.142 0.11
H 0.8748 1.2753 1.2748 1.822 0.748 1.464 0.01
H 2.5046 1.5314 3.0482 0.011 -0.031 0.054 0.11
```
Positions in Å, forces in eV/Å.

For the HOMO-LUMO gap (spin up / spin down), the calculation gives 0.17060 / 0.17071 Eh. The value obtained for the HOMO energy (spin up / spin down) is -0.325 / -0.325 Eh. Its energy above the lowest of the compared OMol25 structures with the same formula, charge and spin is 30.5 kcal/mol. The calculation puts the LUMO energy (spin up / spin down) at -4.2 / -4.2 eV. The net charge is +1.

***

(2)
# C4H5NO

A single C4H5NO molecule (ωB97M-V/def2-TZVPD, the OMol25 dataset).

Geometry as XYZ:
```
11
Properties=species:S:1:pos:R:3:forces:R:3:nbo_charge:R:1
N 1.1376 0.3866 1.0332 0.248 -0.266 -0.507 -0.55
C 0.9794 -0.0077 -0.3475 0.150 -0.233 -0.579 -0.13
C 0.1020 1.0228 0.2324 0.134 0.325 0.025 -0.11
C -1.1515 0.1234 -0.0030 -0.136 0.125 -0.088 0.04
O -0.9629 -1.1033 0.6946 0.235 -0.050 0.132 -0.48
C -0.3008 -0.9144 -0.5566 0.065 -0.163 -0.402 0.03
H 0.8447 -0.4441 1.5180 -0.725 0.212 1.102 0.37
H 1.8272 0.0510 -1.0086 -0.096 0.066 -0.266 0.21
H 0.1704 2.0797 0.0184 -0.151 0.023 0.378 0.22
H -2.1641 0.4406 -0.2353 0.238 -0.100 0.068 0.21
H -0.4821 -1.6345 -1.3457 0.038 0.062 0.137 0.21
```
Positions in Å, forces in eV/Å.

For the HOMO-LUMO gap, the calculation gives 0.38684 Eh. The value obtained for the HOMO energy is -0.345 Eh. Its energy above the lowest of the compared OMol25 structures with the same formula, charge and spin is 93.5 kcal/mol. The calculation puts the LUMO energy at 1.2 eV. The net charge is 0.

***

(3)
# C31H35BNO2Ti

A molecular structure, C31H35BNO2Ti (ωB97M-V/def2-TZVPD, the OMol25 dataset).

Geometry as XYZ:
```
71
Properties=species:S:1:pos:R:3:forces:R:3:lowdin_charge:R:1
Ti 0.4897 0.2651 -0.0427 0.598 -0.777 -0.648 0.62
C 0.9521 -0.7248 -3.4047 0.040 -0.006 0.060 -0.04
C 1.5802 -0.9603 -2.0517 0.128 -0.204 -0.223 -0.24
C 1.4365 -2.1845 -1.4124 -0.082 0.223 -0.086 -0.22
C 0.7254 -3.3145 -2.1029 0.044 0.020 0.003 -0.05
C 1.9238 -2.3657 -0.0881 -0.080 0.099 0.161 -0.19
C 1.6421 -3.6783 0.5987 -0.010 0.100 -0.037 -0.04
C 2.5785 -1.3191 0.5572 -0.085 -0.040 0.072 -0.21
C 3.1548 -1.4736 1.9445 -0.069 -0.032 -0.042 -0.03
C 2.7112 -0.0651 -0.0783 0.871 0.065 -0.312 -0.31
C 3.3919 1.0963 0.6145 -0.024 -0.114 0.003 -0.05
C 2.2938 0.0961 -1.4320 0.605 -0.008 0.003 -0.29
C 2.8164 1.2415 -2.2705 -0.069 0.031 0.041 -0.04
H 1.5761 -1.1074 -4.2192 -0.023 0.004 -0.018 0.09
H 0.7840 0.3384 -3.5635 0.004 0.000 -0.009 0.08
H -0.0181 -1.2174 -3.4520 0.006 0.027 -0.050 0.08
H -0.3303 -3.3285 -1.8104 0.026 0.010 0.028 0.07
H 1.1677 -4.2731 -1.8349 -0.011 -0.024 -0.003 0.07
H 0.7831 -3.2119 -3.1845 -0.002 -0.036 0.000 0.07
H 2.3325 -4.4601 0.2661 -0.030 -0.044 0.016 0.09
H 0.6256 -3.9979 0.3694 -0.004 -0.015 0.019 0.08
H 1.7130 -3.5968 1.6794 0.008 -0.003 0.004 0.07
H 2.4849 -1.0312 2.6852 0.043 0.012 0.033 0.10
H 4.1182 -0.9688 2.0146 -0.016 0.028 0.016 0.08
H 3.3142 -2.5169 2.2026 -0.009 -0.007 0.004 0.07
H 4.4809 1.0656 0.4886 0.006 0.035 -0.013 0.09
H 3.1648 1.0986 1.6784 0.028 0.019 0.003 0.08
H 3.0238 2.0395 0.2102 0.049 0.024 0.026 0.08
H 2.1261 2.0855 -2.2883 0.002 0.033 -0.023 0.05
H 2.9744 0.9098 -3.2972 0.019 0.001 0.000 0.08
H 3.7774 1.5858 -1.8876 -0.008 0.003 -0.004 0.08
N -1.7224 -2.0687 -0.2296 -0.012 0.053 -0.019 -0.01
C -0.9798 -1.1788 -0.1470 -1.251 -1.460 0.000 -0.30
C -0.0832 1.9548 -1.0367 -0.039 1.317 -0.149 -0.07
C 0.0384 3.1721 -1.1623 -0.213 -0.215 -0.334 -0.13
C 0.1663 4.5810 -1.3137 0.093 0.287 -0.010 -0.26
C 1.4050 5.1606 -1.6340 -0.059 -0.118 0.041 -0.05
C 1.5484 6.5322 -1.7398 -0.017 0.076 -0.031 -0.11
C 0.4602 7.3718 -1.5371 0.008 -0.032 0.016 -0.12
C -0.7759 6.8136 -1.2338 0.001 0.099 -0.033 -0.11
C -0.9247 5.4427 -1.1240 0.011 -0.150 0.001 -0.04
H 2.2569 4.5113 -1.7926 0.004 -0.008 0.016 0.10
H 2.5175 6.9492 -1.9877 -0.001 0.010 0.021 0.09
H 0.5750 8.4462 -1.6072 -0.008 -0.001 -0.024 0.09
H -1.6333 7.4582 -1.0800 -0.002 -0.013 0.017 0.09
H -1.8859 5.0088 -0.8808 0.003 0.014 0.017 0.11
C -4.4606 4.3396 6.3982 0.081 -0.026 -0.048 -0.08
C -2.9566 4.1780 6.1650 0.016 0.062 0.085 -0.57
C -2.3481 5.5776 5.9888 -0.013 -0.044 0.019 -0.05
C -2.3524 3.5247 7.4173 -0.011 0.024 -0.034 -0.06
C -2.6397 3.3278 4.9340 -0.148 -0.003 -0.023 -0.19
C -3.6344 2.8294 4.0975 -0.040 -0.002 0.031 -0.05
C -3.3481 2.0591 2.9671 0.121 -0.074 -0.145 0.02
C -2.0263 1.7994 2.6896 0.109 0.160 0.249 -0.22
O -1.4677 1.0896 1.6846 -0.298 -0.011 0.208 0.06
B -0.0449 1.1249 1.8506 -0.375 0.712 1.140 -0.45
O 0.1909 1.8934 3.0332 0.214 -0.041 0.038 0.10
C -1.0152 2.2921 3.5174 -0.300 -0.037 -0.076 -0.21
C -1.2986 3.0500 4.6296 0.177 -0.013 -0.044 0.05
H -4.6293 4.9352 7.2982 0.012 0.003 0.002 0.08
H -4.9442 3.3711 6.5375 -0.034 0.015 -0.012 0.08
H -4.9375 4.8536 5.5619 -0.034 -0.023 0.003 0.08
H -2.5742 6.2054 6.8556 0.006 -0.001 -0.002 0.08
H -2.7522 6.0584 5.0961 0.015 0.011 0.002 0.09
H -1.2639 5.5229 5.8817 -0.009 0.022 -0.021 0.08
H -2.5949 4.1111 8.3082 0.003 0.004 -0.005 0.08
H -1.2664 3.4589 7.3437 -0.007 -0.034 0.013 0.07
H -2.7458 2.5151 7.5491 0.012 -0.002 0.009 0.09
H -4.6768 3.0272 4.3057 0.021 0.041 0.062 0.09
H -4.1356 1.6809 2.3287 0.011 -0.007 0.004 0.12
H -0.4890 3.4252 5.2443 -0.002 -0.022 -0.007 0.12
```
Positions in Å, forces in eV/Å.

For the HOMO-LUMO gap (spin up / spin down), the calculation gives 0.19896 / 0.27254 Eh. Its multiplicity is 3. The value obtained for the HOMO energy (spin up / spin down) is -0.103 / -0.176 Eh. The calculation puts the LUMO energy (spin up / spin down) at 2.6 / 2.6 eV. The net charge is -1.

***

| no. | F_max (eV/A) |
| --- | --- |
| 1 | 6.1 |
| 2 | 1.3 |
| 3 | 1.9 |